(1)
{"formula": "C30H35O2Sn", "method": "wB97M-V/def2-TZVPD", "homo_energy_ev": [-11.2, -10.7], "charge": 1, "energy_ev": -41592.9551, "gap_ev": [7.160, 5.223], "elements": ["C", "C", "C", "H", "C", "C", "H", "H", "H", "H", "C", "C", "C", "H", "C", "C", "H", "H", "H", "H", "Sn", "O", "C", "C", "H", "H", "H", "H", "C", "C", "C", "H", "C", "H", "C", "H", "C", "H", "C", "C", "C", "C", "C", "C", "C", "C", "C", "C", "C", "C", "O", "H", "H", "H", "H", "H", "H", "H", "H", "H", "H", "H", "H", "H", "H", "H", "H", "H"], "coordinates": [[0.94221, -1.92648, 0.26221], [-0.43590, -2.04076, -0.13260], [-0.47201, -2.23600, -1.54776], [-1.28514, -2.06075, 0.54692], [0.88122, -2.22257, -2.03067], [1.74891, -2.06285, -0.91042], [2.83280, -2.15291, -0.92609], [1.29414, -1.83763, 1.29108], [-1.35057, -2.49114, -2.13619], [1.19730, -2.47124, -3.04703], [-0.68086, 2.15451, -1.52124], [-0.48255, 1.96820, -0.11467], [0.93207, 2.00782, 0.13358], [-1.24834, 1.87881, 0.65426], [1.59962, 2.13788, -1.12663], [0.60122, 2.23887, -2.14272], [0.78458, 2.51020, -3.18554], [-1.63789, 2.33669, -2.00763], [1.39473, 2.03447, 1.11817], [2.67007, 2.26404, -1.27220], [0.39209, -0.00994, -1.17402], [0.10660, 0.02210, -3.97866], [-1.11507, -0.49940, -4.53051], [0.12675, -0.78192, -5.31321], [-1.56322, -1.33680, -3.99210], [-1.77593, 0.26748, -4.94035], [0.58065, -1.77016, -5.20340], [1.31624, -1.77930, -7.49592], [0.97911, -0.75013, -7.64867], [0.39909, -0.05883, -6.55035], [-0.02659, 1.27403, -6.73329], [-0.44229, 1.82014, -5.88420], [0.07759, 1.86738, -7.99107], [-0.27762, 2.88874, -8.12405], [0.63681, 1.17702, -9.07465], [0.71448, 1.65690, -10.05531], [1.08959, -0.14198, -8.89387], [1.52992, -0.68534, -9.73066], [-1.92456, 2.69497, 3.81152], [-0.40638, 2.51914, 3.94591], [0.18524, 3.71899, 4.69816], [-0.05192, 1.17345, 4.57152], [0.47671, 1.06403, 5.84486], [0.60803, -0.17681, 6.48003], [0.30197, -1.35342, 5.79367], [-0.15018, -1.31727, 4.49070], [-0.55778, -2.62126, 3.81144], [0.56954, -3.65900, 3.79304], [-1.78904, -3.21781, 4.50363], [-0.30858, -0.04384, 3.79827], [-0.64795, 0.00719, 2.57900], [-2.38019, 2.75144, 4.80610], [-2.36035, 1.85423, 3.27076], [-2.15418, 3.62013, 3.27555], [0.01798, 2.51808, 2.93677], [-0.29347, 3.84442, 5.68030], [1.26550, 3.60433, 4.84346], [0.01736, 4.63628, 4.11724], [0.76433, 1.97453, 6.37698], [0.93250, -0.22632, 7.51910], [0.40998, -2.32579, 6.28386], [-0.82321, -2.36573, 2.77703], [0.77334, -4.02533, 4.80970], [0.27581, -4.51338, 3.16836], [1.49433, -3.23511, 3.38504], [-2.59341, -2.47754, 4.54932], [-2.14943, -4.09727, 3.95739], [-1.53579, -3.51449, 5.53079]], "nbo_charge": [-0.3217, -0.3212, -0.3226, 0.2750, -0.3263, -0.3000, 0.2646, 0.2688, 0.2581, 0.2597, -0.3141, -0.3386, -0.3130, 0.2817, -0.3175, -0.3048, 0.2711, 0.2628, 0.2657, 0.2637, 1.4501, -0.5608, -0.1027, 0.0818, 0.1852, 0.2029, 0.2068, 0.2148, -0.1802, -0.1256, -0.1407, 0.2022, -0.2232, 0.2235, -0.1893, 0.2293, -0.2041, 0.2285, -0.6031, -0.2383, -0.6142, 0.0010, -0.2426, -0.1033, -0.2405, 0.0022, -0.2505, -0.6021, -0.5968, 0.4423, -0.5932, 0.2126, 0.2169, 0.2145, 0.2031, 0.2103, 0.2122, 0.2219, 0.2288, 0.2247, 0.2229, 0.2104, 0.2092, 0.2185, 0.2044, 0.2158, 0.2166, 0.2066]}

(2)
{"formula": "C30H35O7Rh", "method": "wB97M-V/def2-TZVPD", "homo_energy_ev": [0.8, 1.2], "charge": -2, "energy_ev": -49011.1478, "s2": 6.02, "gap_ev": [3.035, 2.547], "spin_multiplicity": 5, "elements": ["C", "C", "C", "C", "H", "H", "C", "H", "H", "C", "H", "H", "C", "C", "C", "O", "O", "O", "O", "C", "H", "H", "H", "C", "H", "H", "H", "O", "H", "H", "C", "C", "H", "H", "H", "H", "H", "H", "Rh", "C", "C", "C", "H", "C", "C", "H", "H", "H", "H", "C", "C", "C", "H", "C", "C", "H", "H", "H", "H", "O", "C", "O", "C", "C", "C", "C", "C", "C", "H", "H", "H", "H", "H"], "coordinates": [[6.15663, 1.55444, 0.34622], [4.95817, 1.69896, 1.32847], [5.87679, 0.24269, -0.43069], [4.95425, -0.56235, 0.47308], [6.80076, -0.27131, -0.66786], [5.37557, 0.47846, -1.36780], [4.02022, 0.52040, 1.06131], [4.45946, 2.65454, 1.18296], [5.31381, 1.66653, 2.35618], [2.90084, 0.91946, 0.11350], [3.56354, 0.16654, 1.98582], [5.56278, -0.91378, 1.31614], [4.26869, -1.73539, -0.12441], [6.20875, 2.66384, -0.68499], [7.46189, 1.41646, 1.14152], [8.06339, 0.37712, 1.24195], [5.29758, 3.40592, -0.97415], [7.40221, 2.66414, -1.31175], [7.92210, 2.47910, 1.84657], [7.38002, 3.79810, 1.72951], [6.29635, 3.81401, 1.79169], [7.70509, 4.26697, 0.80308], [7.78901, 4.35287, 2.56748], [7.54457, 3.60188, -2.39295], [6.82266, 3.38959, -3.17714], [8.55550, 3.47050, -2.76010], [7.39525, 4.61911, -2.03981], [1.82960, 0.03568, 0.17722], [3.28062, 0.99988, -0.91170], [2.56799, 1.92697, 0.39296], [4.14887, -2.96002, 0.69930], [3.91562, -1.78060, -1.56110], [4.79903, -1.70780, -2.20804], [3.25540, -0.95985, -1.85180], [3.39324, -2.69939, -1.80887], [3.22886, -3.49656, 0.47615], [4.16319, -2.73755, 1.76624], [4.97952, -3.65580, 0.51140], [0.00000, 0.00000, 0.00000], [-1.54100, -0.76597, 1.73694], [-0.22938, -0.85225, 2.26662], [0.27455, 0.44785, 2.38500], [0.30091, -1.76234, 2.48283], [-0.68715, 1.33874, 1.87888], [-1.82972, 0.57983, 1.51061], [-2.74329, 0.96815, 1.09633], [-2.17619, -1.60025, 1.50015], [1.26527, 0.71248, 2.70957], [-0.58559, 2.40892, 1.81606], [-0.56602, 0.09226, -2.38051], [-1.60911, 0.69258, -1.64463], [-1.09709, 1.86431, -1.05448], [-2.61088, 0.31071, -1.54671], [0.26626, 1.96287, -1.38727], [0.58413, 0.87360, -2.22566], [1.55808, 0.64228, -2.62002], [-0.62933, -0.83792, -2.91292], [-1.64665, 2.56053, -0.44758], [0.94463, 2.73247, -1.06009], [-3.09996, -1.36128, -0.39804], [-2.12426, -2.12848, -0.83006], [-0.80892, -1.77859, -0.68953], [-2.60774, -3.36027, -1.51517], [-1.74676, -4.33265, -2.03944], [-2.28030, -5.45599, -2.69387], [-3.66635, -5.61426, -2.83146], [-4.52858, -4.65417, -2.31497], [-4.00650, -3.54082, -1.66321], [-0.67547, -4.22490, -1.94934], [-1.62054, -6.20790, -3.10057], [-4.07766, -6.47586, -3.33895], [-5.60194, -4.76385, -2.42003], [-4.72117, -2.81673, -1.28424]], "lowdin_spin": [0.0019, 0.0076, 0.0126, 0.0710, 0.0000, 0.0004, 0.0438, 0.0009, 0.0008, 0.0279, 0.0009, 0.0057, 0.5662, 0.0011, 0.0003, 0.0011, 0.0011, 0.0006, 0.0002, 0.0002, 0.0002, 0.0000, 0.0000, 0.0001, 0.0000, 0.0000, 0.0000, 0.1416, 0.0033, 0.0013, 0.0886, 0.0820, 0.0262, 0.0189, -0.0003, 0.0099, 0.0042, 0.0352, 2.1605, 0.0847, 0.0667, 0.0884, 0.0045, 0.0281, 0.0555, 0.0029, 0.0062, 0.0081, -0.0003, 0.0397, 0.0612, 0.0050, 0.0047, 0.0643, 0.0826, 0.0070, 0.0029, -0.0009, 0.0050, 0.0003, 0.0083, 0.0539, 0.0049, -0.0002, 0.0001, -0.0009, 0.0004, 0.0001, 0.0003, 0.0000, -0.0001, 0.0001, -0.0001]}

(3)
{"formula": "C30H36Br2N8ReS", "method": "wB97M-V/def2-TZVPD", "homo_energy_ev": [-17.9, -17.8], "charge": 4, "energy_ev": -196628.5574, "s2": 3.78, "gap_ev": [5.511, 4.270], "spin_multiplicity": 4, "elements": ["Re", "Br", "C", "C", "C", "C", "C", "C", "N", "C", "C", "C", "C", "C", "C", "N", "H", "H", "H", "H", "H", "H", "H", "H", "H", "C", "C", "C", "C", "C", "Br", "N", "C", "H", "H", "H", "H", "H", "H", "C", "N", "C", "C", "N", "N", "C", "C", "H", "H", "H", "H", "H", "H", "H", "H", "H", "H", "H", "H", "H", "N", "C", "S", "N", "C", "C", "C", "C", "C", "C", "H", "H", "H", "H", "H", "H", "H", "H"], "coordinates": [[0.33063, 0.28760, -0.41416], [-3.88194, 0.80455, 5.75501], [-2.52355, 0.62181, 4.51873], [-2.78890, 0.06641, 3.26767], [-1.76617, -0.05877, 2.34614], [-0.47900, 0.35679, 2.66435], [-0.21141, 0.91336, 3.91412], [-1.23041, 1.04034, 4.83761], [0.57524, 0.20439, 1.69784], [1.78766, 0.02232, 2.07682], [2.82719, -0.14379, 1.07134], [4.16431, -0.27941, 1.36971], [5.07569, -0.43410, 0.32740], [4.61002, -0.45441, -0.98170], [3.25582, -0.31311, -1.21881], [2.36869, -0.16556, -0.20890], [-3.78578, -0.28691, 3.03971], [-1.95776, -0.56478, 1.41242], [0.76829, 1.29579, 4.17614], [-1.02812, 1.47368, 5.80801], [2.03518, -0.06860, 3.12971], [4.49097, -0.25855, 2.40232], [6.13416, -0.53545, 0.53633], [5.28638, -0.57852, -1.81760], [2.86648, -0.32922, -2.22812], [-5.37384, 1.25916, -0.80249], [-4.03565, 1.03093, -1.44983], [-3.88921, 0.87553, -2.82763], [-2.63725, 0.64441, -3.39474], [-1.58985, 0.58504, -2.52239], [0.19867, 0.22556, -3.08345], [-1.66175, 0.73477, -1.19558], [-2.88875, 0.95371, -0.67172], [-6.13740, 1.47813, -1.54528], [-5.33540, 2.08926, -0.09677], [-5.68825, 0.36875, -0.25463], [-4.75869, 0.93196, -3.47307], [-2.50132, 0.51942, -4.46093], [-2.94511, 1.08566, 0.39892], [-1.24894, 5.12384, -0.21842], [-0.40989, 3.96516, 0.14359], [-0.80783, 3.27633, 1.36195], [0.60218, 3.55471, -0.61276], [0.99284, 2.22457, -0.64396], [1.27548, 4.42310, -1.36407], [2.01299, 4.02196, -2.56674], [1.53835, 5.81090, -0.92667], [-2.28718, 4.84451, -0.04432], [-1.12289, 5.36481, -1.26920], [-1.01822, 5.99469, 0.39191], [-1.06512, 4.01666, 2.11892], [0.01794, 2.68932, 1.74762], [-1.68481, 2.64786, 1.20176], [1.92647, 2.18913, -1.03979], [3.07198, 3.85599, -2.35265], [1.94541, 4.82739, -3.29552], [1.56779, 3.13602, -3.01455], [1.26462, 5.93677, 0.11532], [1.00460, 6.53153, -1.54282], [2.60756, 5.99071, -1.02621], [1.72358, -3.34452, -0.57208], [0.39818, -3.38628, -0.47759], [-0.62320, -1.94014, -0.38872], [-0.25489, -4.51609, -0.46265], [0.25221, -5.87810, -0.46920], [-0.55645, -6.81385, -1.09145], [-0.15240, -8.13873, -1.13091], [1.04710, -8.51650, -0.54581], [1.83170, -7.57544, 0.10041], [1.44000, -6.24322, 0.14922], [2.19762, -2.46627, -0.64704], [2.23523, -4.18998, -0.79826], [-1.26426, -4.44676, -0.51566], [-1.49097, -6.51508, -1.55365], [-0.77733, -8.87452, -1.61816], [1.36220, -9.55054, -0.57852], [2.74614, -7.87828, 0.59191], [2.02231, -5.54979, 0.74232]], "lowdin_spin": [2.4345, 0.0005, -0.0004, 0.0000, 0.0048, 0.0128, -0.0019, 0.0049, -0.0025, 0.0323, 0.0169, 0.0061, 0.0242, 0.0013, 0.0195, 0.0168, 0.0000, 0.0020, -0.0001, 0.0002, 0.0002, 0.0001, 0.0009, -0.0003, 0.0006, -0.0004, 0.0004, 0.0174, 0.0004, 0.0188, -0.0059, 0.0136, 0.0108, 0.0000, -0.0001, -0.0002, 0.0007, -0.0006, 0.0005, 0.0020, 0.0183, 0.0056, 0.0170, 0.1152, 0.0191, 0.0032, 0.0017, 0.0007, 0.0002, 0.0007, 0.0009, 0.0013, 0.0015, 0.0097, 0.0008, 0.0009, 0.0007, 0.0001, 0.0004, 0.0009, -0.0007, 0.0204, 0.1114, 0.0220, 0.0018, 0.0047, -0.0003, 0.0063, 0.0002, 0.0039, 0.0001, 0.0001, -0.0001, 0.0002, -0.0001, 0.0003, -0.0001, 0.0002]}